1.
{
  "formula": "C3H3NO2S",
  "method": "ωB97M-V/def2-TZVPD",
  "energy_ha": -719.5803,
  "lumo_ev": 0.458,
  "de_lowest_kj_mol": 0.00,
  "smiles": "O=C1CSC(=O)N1",
  "homo_ha": -0.37045,
  "spin_multiplicity": 1,
  "elements": ["S", "O", "O", "N", "C", "C", "C", "H", "H", "H"],
  "xyz": [[-0.9168, 1.2002, -0.0297], [-2.0047, -1.2589, -0.0343], [2.4455, -0.5950, -0.0781], [0.2358, -1.1097, 0.1011], [1.2889, -0.2470, -0.0057], [0.8350, 1.1931, 0.0659], [-1.0064, -0.5898, 0.0166], [1.2388, 1.7352, -0.8133], [1.1748, 1.6050, 1.0173], [0.3731, -2.0821, 0.0020]],
  "forces_ev_per_a": [[-1.5, -0.4, 0.1], [0.0, 0.5, 0.0], [-0.5, 0.2, -0.1], [0.9, 0.7, -0.1], [1.5, -0.1, 0.3], [0.9, 0.3, -0.7], [-1.8, 0.1, -0.1], [0.1, -0.2, 0.8], [0.2, 0.1, -0.2], [0.1, -1.1, 0.0]]
}

***

2.
{
  "formula": "C3H3NO2S",
  "method": "ωB97M-V/def2-TZVPD",
  "energy_ha": -719.4647,
  "lumo_ev": 0.615,
  "de_lowest_kj_mol": 303.47,
  "smiles": "O=c1ccon1S",
  "homo_ha": -0.35215,
  "spin_multiplicity": 1,
  "elements": ["S", "O", "O", "N", "C", "C", "C", "H", "H", "H"],
  "xyz": [[2.5326, -0.1093, -0.1457], [0.3126, 2.1600, -0.1555], [0.2004, -1.3099, -0.2112], [0.8689, -0.0881, -0.3848], [-1.3311, 0.3428, -0.0627], [-0.0188, 0.9980, -0.1902], [-1.0988, -0.9833, -0.0770], [-1.7653, -1.8319, 0.0063], [2.5584, -0.0292, 1.1823], [-2.2588, 0.8510, 0.0384]],
  "forces_ev_per_a": [[-0.3, 0.0, -0.6], [0.0, -0.4, 0.0], [-0.1, -0.2, 0.0], [0.5, 0.4, 0.1], [0.9, -0.6, -0.1], [-0.3, 0.0, 0.1], [-0.2, 0.6, 0.1], [0.1, 0.1, 0.0], [-0.1, 0.0, 0.5], [-0.4, 0.2, 0.1]]
}

***

3.
{
  "formula": "C3H3NO2S",
  "method": "ωB97M-V/def2-TZVPD",
  "energy_ha": -719.4390,
  "lumo_ev": -0.094,
  "de_lowest_kj_mol": 370.88,
  "smiles": "O=C1CC(=S)NO1",
  "homo_ha": -0.32944,
  "spin_multiplicity": 1,
  "elements": ["S", "O", "O", "N", "C", "C", "C", "H", "H", "H"],
  "xyz": [[2.3645, -0.1740, -0.1219], [-2.6609, -0.5064, -0.1491], [-1.2920, 1.0681, -0.0938], [0.1468, 1.0525, 0.2303], [-0.3343, -1.0825, 0.2347], [-1.5692, -0.1646, -0.1088], [0.7221, -0.0385, 0.0389], [-0.5658, -1.3161, 1.2481], [-0.1418, -2.1219, -0.2713], [0.5607, 2.0727, 0.3158]],
  "forces_ev_per_a": [[-0.4, -0.1, 0.0], [-5.4, -2.0, -0.8], [3.7, 4.2, 0.7], [-2.1, 8.7, 0.4], [-0.2, -0.8, -2.7], [2.3, -4.6, 0.8], [3.5, -4.7, 0.7], [0.5, 0.0, 1.1], [-0.7, 2.4, 0.5], [-1.1, -3.1, -0.6]]
}

***

4.
{
  "formula": "C3H3NO3",
  "method": "ωB97M-V/def2-TZVPD",
  "energy_ha": -396.4581,
  "lumo_ev": 0.093,
  "de_lowest_kj_mol": 436.63,
  "smiles": "O=C1CO[C@@H]2ON12",
  "homo_ha": -0.36333,
  "spin_multiplicity": 1,
  "elements": ["O", "O", "O", "N", "C", "C", "C", "H", "H", "H"],
  "xyz": [[-0.4799, 0.3525, -2.2920], [-1.2300, 0.3588, 1.0687], [0.9754, -0.2286, 0.7785], [-0.9291, 1.0953, -0.1696], [0.0667, 0.5705, 1.2770], [0.4707, -0.8469, -0.3911], [-0.3915, 0.2478, -1.1030], [1.3104, -1.1972, -0.9906], [-0.2085, -1.6738, -0.1519], [0.4158, 1.3215, 1.9739]],
  "forces_ev_per_a": [[-0.1, 0.2, -0.3], [0.5, -1.4, 1.1], [0.3, -0.3, 0.8], [0.2, 2.1, 0.4], [-1.3, 1.1, -2.0], [-0.6, -0.3, -1.0], [1.0, -1.5, 0.7], [-0.1, 0.1, 0.1], [0.2, 0.0, 0.1], [-0.1, 0.0, 0.1]]
}